<a>
Molecular formula: C20H27N3O4S
Method: DFT, ωB97M-V/def2-TZVPD

Lowest unoccupied orbital energy in hartree: 0.020
Orbital gap in eV: 8.618
SMILES: CCOC(=O)CCSc1nc(N2CCOCC2)c2c(c1C#N)CC(C)(C)OC2
Total charge: 0
HOMO in eV: -8.06

Atoms and positions in Å:
S 1.03690 2.80689 -0.98910
O -4.23383 -0.87229 0.79415
O 5.34201 1.33285 1.00222
O 0.82965 -3.44244 -1.56202
O 4.13664 -0.43460 0.32475
N -0.22198 -1.73094 0.46629
N 0.19655 0.45304 -0.13875
N -2.25828 4.45816 -0.96901
C 4.22373 0.73422 0.60201
C -3.81650 1.55972 0.66915
C 6.52611 0.53280 1.08271
C -1.97404 -0.04630 0.69795
C -0.99604 -2.84630 -0.05193
C -0.67720 -0.44977 0.32019
C -0.17903 1.68654 -0.39377
C 1.20219 -1.98952 0.33788
C 1.57636 -2.33471 -1.10394
C 3.07100 1.71477 0.53909
C -1.50475 2.12832 -0.24906
C -3.00049 -0.81782 1.47797
C -4.72720 0.37397 0.28459
C 2.53311 1.77563 -0.88575
C 7.20873 0.41959 -0.27218
C -4.79503 0.25705 -1.24323
C -1.90680 3.41389 -0.64520
C -2.39472 1.22978 0.35596
C -0.54725 -3.17377 -1.48660
C -6.12953 0.58821 0.86094
H 2.62830 -2.61103 -1.16895
H 1.76776 -1.12151 0.66693
H -2.71968 -1.84957 1.68229
H -3.79578 0.14373 -1.65875
H -2.05752 -2.61146 -0.07400
H -5.38119 -0.61725 -1.51326
H -4.13652 2.45724 0.13975
H -1.05811 -4.06854 -1.84654
H -3.13309 -0.31334 2.45213
H -3.91366 1.74863 1.74339
H 1.38493 -1.46481 -1.74946
H 8.13416 -0.13902 -0.16748
H -6.77135 -0.23907 0.57148
H -6.55383 1.51698 0.49016
H -0.82097 -3.71406 0.59199
H -5.25576 1.14231 -1.67265
H 6.25573 -0.46004 1.45620
H 2.26815 0.77923 -1.23533
H 3.40407 2.69620 0.87496
H 7.16427 1.04421 1.80570
H 2.27929 1.35146 1.19831
H 6.56044 -0.10140 -0.97252
H 1.43398 -2.84434 0.98040
H -0.80068 -2.32325 -2.14121
H 7.43289 1.40852 -0.66455
H -6.08749 0.62503 1.94705
H 3.25136 2.23816 -1.56128

=====

<b>
Molecular formula: C20H27N3O4S
Method: DFT, ωB97M-V/def2-TZVPD

Lowest unoccupied orbital energy in hartree: 0.024
Orbital gap in eV: 9.734
SMILES: Cc1cccc(CCNC(=O)C2CCN(S(=O)(=O)c3c(C)noc3C)CC2)c1
Total charge: 0
HOMO in eV: -9.08

Atoms and positions in Å:
S 3.63908 0.19545 -0.94553
O 2.06898 -2.23153 1.73003
O 3.78002 -0.33840 -2.26549
O -1.99889 2.31408 1.34777
O 4.80674 0.59461 -0.21671
N -0.84000 0.44876 1.86082
N 1.46458 -2.72657 0.61494
N 2.65371 1.51700 -1.04895
C 2.60103 2.43272 0.06325
C 2.88753 -1.22582 1.38625
C -3.76817 0.02222 -1.28555
C -1.01899 1.61528 1.20276
C -3.54462 -0.25725 0.05599
C -1.96202 -1.95570 -0.52243
C -2.36624 -1.47350 1.91178
C 1.89352 -2.04225 -0.41090
C 1.42331 1.39519 -1.79168
C 3.70642 -0.57011 2.42895
C 0.13353 2.01263 0.27872
C -4.72786 1.10630 -1.66846
C 0.23901 1.02874 -0.89287
C 1.48460 -2.33963 -1.80168
C 2.80244 -1.03425 0.03165
C -1.90018 -0.18829 2.60924
C 1.46552 2.09590 1.03190
C -2.63929 -1.23144 0.45080
C -3.08819 -0.71699 -2.24400
C -2.19957 -1.70715 -1.86313
H 3.57174 2.38347 0.55667
H 2.29607 -2.07353 -2.47468
H 1.24225 -3.39507 -1.89130
H 3.08396 0.00117 3.11733
H -2.70896 0.54112 2.67454
H -0.68412 1.04689 -1.47475
H -4.08050 0.31160 0.80098
H 2.46017 3.44215 -0.33797
H 1.68225 1.14397 1.51673
H -1.54650 -0.41757 3.61975
H 4.42621 0.08504 1.94573
H -0.06334 -0.14484 1.61795
H -1.25112 -2.71592 -0.22988
H -4.69893 1.29638 -2.73853
H 1.59222 0.63929 -2.55876
H -3.26930 -1.83158 2.41097
H -0.11215 3.00405 -0.11541
H 1.22919 2.35494 -2.28293
H -5.74431 0.82497 -1.39452
H -4.48234 2.02481 -1.13793
H 4.22852 -1.32965 3.00814
H 0.60256 -1.76079 -2.07250
H -1.69022 -2.28829 -2.61878
H -1.59599 -2.24169 2.01244
H -3.25585 -0.51933 -3.29329
H 1.40592 2.86375 1.80447
H 0.36658 0.01462 -0.51194

=====

Stability order, top to bottom: <a>, <b>

=====

<a>
Molecular formula: H2N2O4S
Method: DFT, ωB97M-V/def2-TZVPD

Lowest unoccupied orbital energy in hartree: 0.023
Orbital gap in eV: 11.429
Total charge: 0
HOMO in eV: -10.81

Atoms and positions in Å:
S 0.14663 -0.78059 0.32756
O -0.52769 -0.19897 -1.19334
O 1.46191 -0.18199 0.38493
O -0.77621 1.43432 1.58469
O 0.61133 -2.29929 -0.06254
N -1.06096 3.00744 -0.02905
N -0.93703 2.26431 0.78469
H 1.57629 -2.32902 -0.00015
H -0.49427 -0.91621 -1.79679

=====

<b>
Molecular formula: H2N2O4S
Method: DFT, ωB97M-V/def2-TZVPD

Lowest unoccupied orbital energy (alpha / beta) in hartree: -0.148 / -0.187
Orbital gap (alpha / beta) in eV: 5.266 / 3.137
Total charge: 0
HOMO (alpha / beta) in eV: -9.30 / -8.24

Atoms and positions in Å:
S -0.69998 0.97720 0.08804
O -1.65190 -1.46335 -1.01929
O -1.18933 1.49898 1.32844
O -1.21506 1.54653 -1.12008
O -1.22251 -1.59332 1.12727
N 2.20668 -0.01112 -0.47911
N -1.33562 -1.11372 0.05736
H 2.30444 -0.63476 0.32120
H 2.80329 0.79356 -0.30383

=====

Stability order, top to bottom: <a>, <b>

=====

<a>
Molecular formula: C3H8N2
Method: DFT, ωB97M-V/def2-TZVPD

Lowest unoccupied orbital energy (alpha / beta) in hartree: 0.156 / 0.154
Multiplicity: 2
Orbital gap (alpha / beta) in eV: 3.680 / 6.717
<S²>: 0.75
Total charge: -1
HOMO (alpha / beta) in eV: 0.56 / -2.51

Atoms and positions in Å:
N -1.63479 1.02183 0.49539
N 1.42737 0.53416 0.79518
C 1.04693 -1.29608 -0.67771
C 1.80761 -0.68792 0.28402
C -2.23515 0.50292 -0.52578
H 0.50368 0.89257 0.61160
H -0.02315 -1.03510 -0.77509
H 1.84727 0.96298 1.61137
H 1.44665 -2.17604 -1.17957
H -3.25190 0.15956 -0.50062
H -2.25834 1.71280 0.94319
H 2.84246 -1.05871 0.32565
H -1.51864 0.46702 -1.40763

=====

<b>
Molecular formula: C3H8N2
Method: DFT, ωB97M-V/def2-TZVPD

Lowest unoccupied orbital energy (alpha / beta) in hartree: 0.144 / 0.142
Multiplicity: 2
Orbital gap (alpha / beta) in eV: 3.495 / 5.725
<S²>: 0.75
Total charge: -1
HOMO (alpha / beta) in eV: 0.42 / -1.86

Atoms and positions in Å:
N -0.88801 -0.99329 -0.31921
N 1.06813 1.74937 -0.09025
C -0.43061 -1.53111 -1.39146
C 1.11968 2.67964 0.79008
C -0.84416 -1.73685 0.84728
H 0.60436 3.56546 0.61560
H -0.42016 -1.18426 1.65943
H 1.97025 2.72213 1.46075
H 0.33283 -1.07772 -2.09145
H -1.84066 -2.13311 1.14013
H -0.17756 -2.66022 0.66291
H 0.15849 1.54254 -0.49282
H -0.95780 -2.53748 -1.56373

=====

Stability order, top to bottom: <a>, <b>

=====

<a>
Molecular formula: C4H12O2
Method: DFT, ωB97M-V/def2-TZVPD

Lowest unoccupied orbital energy in hartree: 0.031
Orbital gap in eV: 11.058
SMILES: CCO.CCO
Total charge: 0
HOMO in eV: -10.20

Atoms and positions in Å:
O -2.66099 -0.08304 -0.74152
O 1.21820 0.93037 1.54353
C 3.31092 2.15573 1.70033
C -2.29380 -0.77675 -1.93752
C -2.97257 -2.19973 -2.28110
C 2.44325 1.10958 2.38407
H 2.93913 0.07830 2.36193
H -1.22169 -0.97008 -1.77609
H -2.52557 -0.13214 -2.94292
H 2.08116 1.46896 3.40475
H 1.55677 0.08812 1.09658
H 4.34211 1.66686 1.30673
H 3.54998 3.02210 2.46880
H -2.49472 -3.06756 -1.79318
H -4.09495 -2.26424 -2.03961
H -2.87325 -2.47674 -3.31096
H 2.78131 2.22412 0.77658
H -3.08528 -0.77383 -0.22040

=====

<b>
Molecular formula: C4H12O2
Method: DFT, ωB97M-V/def2-TZVPD

Lowest unoccupied orbital energy in hartree: 0.029
Orbital gap in eV: 10.508
SMILES: C=CCC.O.O
Total charge: 0
HOMO in eV: -9.72

Atoms and positions in Å:
O -3.05082 -3.94050 4.12105
O 4.07076 -1.29228 2.72575
C -0.50060 0.85708 -0.57870
C 0.54425 1.29338 -1.57579
C -0.02379 2.10766 -2.74116
C -1.49367 0.05698 -0.88574
H -3.35397 -3.04224 4.13963
H 4.30485 -0.82198 3.51780
H 4.65261 -0.79881 2.15821
H 1.37230 1.87233 -1.17496
H -2.28854 -0.27259 -0.22762
H -1.03625 1.78951 -3.02122
H -0.31455 1.38035 0.35676
H -2.78926 -4.20616 3.21881
H 0.54803 1.97387 -3.66227
H -0.18615 3.17842 -2.61003
H -1.48869 -0.52331 -1.80653
H 1.03350 0.38827 -1.95401

=====

Stability order, top to bottom: <b>, <a>

=====

<a>
Molecular formula: C4H12O2
Method: DFT, ωB97M-V/def2-TZVPD

Lowest unoccupied orbital energy in hartree: 0.021
Orbital gap in eV: 10.933
SMILES: CC[C@H](C)O.O
Total charge: 0
HOMO in eV: -10.36

Atoms and positions in Å:
O 0.85424 -4.05702 1.95777
O 1.38944 0.74559 -0.93552
C -0.52242 0.49643 0.63234
C 0.49369 1.40357 -0.03541
C -1.11194 -0.55304 -0.31291
C -0.14771 2.27731 -1.05873
H 0.01507 -0.05599 1.42694
H 1.06284 2.06648 0.64761
H 0.68408 2.83156 -1.52514
H -0.21638 -0.92244 -0.84030
H 1.75637 -0.09440 -0.58884
H 0.23966 -4.18539 1.20010
H -1.29670 1.11926 1.12020
H 1.74178 -4.28365 1.59839
H -1.81178 -0.13691 -1.05701
H -0.82220 3.00050 -0.57021
H -0.70846 1.75251 -1.85041
H -1.59958 -1.40436 0.19113

=====

<b>
Molecular formula: C4H12O2
Method: DFT, ωB97M-V/def2-TZVPD

Lowest unoccupied orbital energy in hartree: 0.038
Orbital gap in eV: 10.582
SMILES: COC.COC
Total charge: 0
HOMO in eV: -9.56

Atoms and positions in Å:
O -0.93426 0.33896 0.89355
O 1.08622 0.15577 -1.34766
C 1.37147 1.40359 -0.74744
C -1.26019 -0.86445 1.56007
C -1.61075 0.41889 -0.34524
C 1.51600 -0.90421 -0.51676
H 1.01862 2.19354 -1.43160
H 0.85256 1.51771 0.21915
H 1.27192 -1.85098 -1.02731
H -0.96408 -1.74851 0.97069
H 1.00325 -0.88872 0.45970
H -0.70987 -0.87838 2.51586
H 2.45396 1.53775 -0.58362
H -2.70560 0.40776 -0.21186
H 2.60466 -0.86867 -0.34306
H -1.32962 -0.41032 -1.01606
H -1.32423 1.37072 -0.82327
H -2.34006 -0.93042 1.77487

=====

<c>
Molecular formula: C4H12O2
Method: DFT, ωB97M-V/def2-TZVPD

Lowest unoccupied orbital energy in hartree: 0.032
Orbital gap in eV: 11.166
SMILES: CCO.CCO
Total charge: 0
HOMO in eV: -10.30

Atoms and positions in Å:
O 0.25076 2.04242 2.14347
O -0.80623 0.41112 -3.02489
C -0.05346 0.05773 -1.85321
C -0.55765 -1.27137 -1.31959
C 0.53998 0.88734 1.32558
C 0.03557 -0.31634 2.12664
H 1.01997 -0.03980 -2.06298
H 1.62089 0.77871 1.24599
H -0.46191 0.01078 3.03802
H -0.77750 -1.95384 -2.13654
H -1.41527 -1.13278 -0.66059
H -0.68801 -0.94987 1.60967
H -0.12370 0.90010 -1.19537
H -0.00217 1.03303 0.40280
H -0.58616 -0.28072 -3.65719
H 1.02470 2.61308 2.23356
H 0.82133 -0.99874 2.45921
H 0.15885 -1.79085 -0.67458

=====

Stability order, top to bottom: <a>, <c>, <b>

=====

<a>
Molecular formula: C4H12O2
Method: DFT, ωB97M-V/def2-TZVPD

Lowest unoccupied orbital energy in hartree: 0.027
Orbital gap in eV: 10.751
SMILES: CC[C@H](C)O.O
Total charge: 0
HOMO in eV: -10.01

Atoms and positions in Å:
O -1.15719 -2.54563 4.58856
O 2.62478 -0.92398 -1.10751
C 1.20430 0.11529 -2.66241
C 1.18872 0.84566 -0.20455
C 2.01757 0.29948 -1.38450
C 0.00000 0.00000 0.00000
H 0.94410 1.89297 -0.46674
H 0.66247 1.03638 -2.93557
H 0.48719 -0.72259 -2.64468
H 3.56007 -0.69950 -0.91976
H -0.81761 0.31867 -0.66826
H -1.04923 -1.58037 4.43083
H 1.94338 0.86884 0.60500
H -0.30128 0.19603 1.04279
H -1.96497 -2.79075 4.08291
H 1.96418 -0.08829 -3.43555
H 0.15289 -1.08530 -0.12393
H 2.84744 0.99656 -1.61960

=====

<b>
Molecular formula: C4H12O2
Method: DFT, ωB97M-V/def2-TZVPD

Lowest unoccupied orbital energy in hartree: 0.030
Orbital gap in eV: 10.370
SMILES: CCO.CCO
Total charge: 0
HOMO in eV: -9.56

Atoms and positions in Å:
O -15.58089 27.14974 3.78450
O -13.40731 25.84173 4.78202
C -17.63221 25.83052 3.79845
C -13.47478 24.74179 4.00374
C -12.88995 24.90726 2.62556
C -16.26465 26.02972 3.16455
H -15.73501 25.08692 3.30140
H -13.59368 25.65982 5.70601
H -14.52349 24.47209 3.87897
H -17.44149 25.69597 4.86317
H -18.30086 26.67820 3.64857
H -14.63720 27.00610 3.68245
H -16.29159 26.25001 2.09738
H -18.14776 24.98814 3.33726
H -12.93784 23.97011 4.55538
H -11.81642 25.09527 2.64188
H -13.13265 24.01285 2.05177
H -13.12451 25.79109 2.03231

=====

<c>
Molecular formula: C4H12O2
Method: DFT, ωB97M-V/def2-TZVPD

Lowest unoccupied orbital energy in hartree: 0.032
Orbital gap in eV: 10.182
SMILES: C/C=C/C.O.O
Total charge: 0
HOMO in eV: -9.32

Atoms and positions in Å:
O -2.55519 1.06026 -0.90681
O -0.18438 -0.15674 -2.34432
C 0.08833 -0.57295 0.82829
C -0.14770 -2.03849 1.03043
C 1.27050 -0.00844 0.67938
C 1.43113 1.47422 0.53482
H -0.92188 -2.37231 0.34836
H -0.60168 -2.16583 2.01356
H 0.72307 -2.68745 0.93332
H -2.55278 1.06339 -1.87076
H 2.14442 -0.64948 0.67545
H 0.72879 -0.16637 -2.04850
H -0.71085 -0.46192 -1.59340
H -0.83954 -0.01782 0.89177
H 0.99259 1.87026 -0.38628
H 2.43065 1.90455 0.55620
H 0.90084 2.00389 1.32954
H -2.19633 1.92124 -0.67106

=====

Stability order, top to bottom: <a>, <c>, <b>

=====

<a>
Molecular formula: C4H12O2
Method: DFT, ωB97M-V/def2-TZVPD

Lowest unoccupied orbital energy in hartree: 0.020
Orbital gap in eV: 10.281
SMILES: C=CCC.O.O
Total charge: 0
HOMO in eV: -9.73

Atoms and positions in Å:
O 1.39020 1.73578 -2.56723
O 0.83935 2.18594 0.27689
C 0.03598 -1.54352 0.74570
C -0.34368 -1.05118 -0.61740
C -1.52515 -1.25182 -1.16941
C -0.02596 -0.44209 1.82639
H 0.24748 2.84542 0.65706
H 1.36865 2.19252 -1.71721
H 0.51970 1.34787 -2.68452
H 1.32845 1.85041 1.04552
H -1.81757 -0.82806 -2.12290
H -0.69194 -0.72980 2.64459
H -0.48937 0.48027 1.48479
H 0.96556 -0.26219 2.24828
H -0.70291 -2.28839 1.05293
H -2.36073 -1.89024 -0.88810
H 0.97888 -2.09058 0.79011
H 0.28308 -0.26033 -1.00549

=====

<b>
Molecular formula: C4H12O2
Method: DFT, ωB97M-V/def2-TZVPD

Lowest unoccupied orbital energy in hartree: 0.020
Orbital gap in eV: 10.004
SMILES: C=C(C)C.O.O
Total charge: 0
HOMO in eV: -9.46

Atoms and positions in Å:
O 3.86409 -0.05669 -0.75895
O -3.20413 0.37933 0.07203
C -0.28465 0.20168 -0.17609
C 0.05735 0.06869 1.42699
C -0.29515 1.26297 -0.95216
C -0.31187 -1.19778 -0.75405
H -0.17780 2.23047 -0.48410
H 0.24946 1.04773 1.86218
H 4.10870 -0.21851 0.18912
H 3.19602 0.63662 -0.73915
H 0.97079 -0.52310 1.50604
H -0.79944 -1.32782 -1.72965
H -2.85193 0.82863 0.85010
H -0.66928 -0.55955 1.95782
H -2.99944 -0.57294 0.35587
H -1.01442 -1.71058 -0.06692
H 0.63933 -1.63219 -0.61037
H -0.47764 1.14304 -1.94871

=====

Stability order, top to bottom: <a>, <b>